# 1
Density functional theory data (ωB97M-V/def2-TZVPD) for a gas-phase ion, C4H9INS (charge +1) at a distorted geometry.

Properties
HOMO energy (spin up / spin down)	-13.1 / -12.7	eV
net charge	+1
ΔE to the lowest compared entry with this formula, charge and spin	208.5	kJ/mol
HOMO-LUMO gap (spin up / spin down)	7.77 / 7.14	eV

CARTESIAN COORDINATES (ANGSTROEM)
1 H 0.897 2.188 0.520
2 N -0.259 0.446 0.136
3 H 1.613 -2.402 0.533
4 C 0.129 1.847 -0.173
5 H -1.255 0.018 -1.718
6 H 1.096 -0.590 -1.097
7 H -0.738 2.501 -0.083
8 H 1.790 0.024 0.423
9 H 0.456 -1.717 1.689
10 C 0.921 -0.464 -0.027
11 C -1.395 0.010 -0.650
12 H -0.548 0.410 1.123
13 C 0.697 -1.817 0.630
14 H 0.508 1.902 -1.194
15 I -3.292 0.406 0.073
16 S -0.620 -2.761 -0.185

=====

# 2
Density functional theory data (ωB97M-V/def2-TZVPD) for a gas-phase ion, C7H11FOP (charge +1) at a distorted geometry.

Properties
HOMO energy	-13.3	eV
net charge	+1
ΔE to the lowest compared entry with this formula, charge and spin	66.2	kJ/mol
HOMO-LUMO gap	8.49	eV

CARTESIAN COORDINATES (ANGSTROEM)
1 F -2.457 -0.893 0.568
2 C -2.739 1.569 0.186
3 H 0.867 1.114 -0.814
4 O -1.577 -0.008 -1.604
5 H 1.150 -0.201 1.860
6 C 0.398 0.832 0.047
7 H -2.287 2.606 -0.038
8 H 0.510 1.653 0.737
9 C 0.080 -2.604 0.760
10 H 2.421 0.398 -1.520
11 C 2.622 -0.488 0.394
12 H 3.965 -0.499 -1.221
13 H -3.271 1.621 1.075
14 P -1.563 0.356 -0.071
15 H -3.451 1.422 -0.691
16 C 1.154 -0.301 0.768
17 C 3.026 -0.116 -0.808
18 C 0.521 -1.527 0.462
19 H -2.379 -0.404 -2.086
20 H -0.303 -3.537 0.915
21 H 3.313 -0.991 1.081

=====

# 3
Density functional theory data (ωB97M-V/def2-TZVPD) for a molecular structure, C28H40N8Ru.

Properties
2S+1	2
HOMO energy (spin up / spin down)	-15.6 / -15.6	eV
net charge	+3
HOMO-LUMO gap (spin up / spin down)	7.13 / 5.49	eV
expectation value of S²	0.79

CARTESIAN COORDINATES (ANGSTROEM)
1 N -1.826 -1.181 -0.579
2 H -0.840 1.115 1.579
3 H 3.958 -2.185 2.632
4 H -1.470 4.779 1.291
5 H 1.934 2.037 2.659
6 H 3.131 -4.740 -2.113
7 H -1.128 0.563 4.009
8 H -0.965 0.644 -4.478
9 C -3.687 -2.171 0.525
10 C 0.582 3.069 0.395
11 C -2.423 4.496 -0.598
12 C -4.157 -2.654 -0.691
13 Ru -0.163 -0.047 -0.670
14 C -0.926 2.814 0.447
15 C 1.947 0.961 2.816
16 C -1.648 4.122 0.447
17 N 0.977 -1.757 -0.992
18 C -2.793 1.806 1.789
19 H -0.049 1.637 -3.349
20 H -2.906 5.463 -0.617
21 C 0.984 -0.704 -3.135
22 C 4.320 -1.876 1.664
23 N -0.391 -0.318 -2.702
24 C -3.428 -2.402 -1.842
25 C 2.228 -2.877 -2.689
26 C -0.844 0.893 -3.421
27 H -2.990 1.135 2.622
28 H 4.254 -0.497 -1.186
29 H -1.550 2.939 3.607
30 H -4.215 -2.364 1.449
31 C -0.764 2.456 3.030
32 H 0.043 3.165 2.886
33 H -3.151 1.365 0.863
34 H 6.283 -2.638 1.769
35 H -0.361 -1.450 3.142
36 H 2.557 0.484 2.048
37 H 0.989 -1.092 4.229
38 C -0.277 1.177 3.706
39 H 2.186 -4.641 0.198
40 C 2.523 -3.903 -1.797
41 C -2.569 3.606 -1.672
42 C 1.449 -1.829 -2.254
43 H 0.820 -2.676 0.841
44 C 5.721 -1.621 -0.009
45 H 6.641 -1.690 -0.561
46 H -1.900 -1.308 -3.846
47 H 2.588 -2.902 -3.709
48 H -3.287 2.757 1.968
49 C -1.954 2.322 -1.651
50 H -3.755 -2.778 -2.802
51 N -1.229 1.884 -0.650
52 H 0.930 3.749 1.171
53 C -2.254 -1.673 -1.751
54 C -1.340 -1.456 -2.920
55 N 0.575 0.414 2.784
56 H 0.799 3.541 -0.563
57 H -2.859 0.659 -2.641
58 C 2.003 -3.851 -0.517
59 N -1.321 2.030 1.702
60 N 5.574 -2.152 1.244
61 N 3.645 -1.203 0.757
62 H -2.612 2.054 -3.647
63 H -3.158 3.880 -2.535
64 H 1.147 2.134 0.465
65 H -2.104 -1.047 1.460
66 H -0.755 -2.368 -3.050
67 H 0.999 -0.983 -4.192
68 C 0.627 -0.994 3.200
69 H -5.074 -3.226 -0.739
70 H 1.320 -1.523 2.549
71 H 1.620 0.178 -3.017
72 C -2.144 1.455 -2.868
73 H 0.262 1.451 4.619
74 C 1.241 -2.757 -0.149
75 C 4.523 -1.038 -0.294
76 H 2.406 0.772 3.793
77 C -2.521 -1.436 0.538

=====

# 4
Density functional theory data (ωB97M-V/def2-TZVPD) for a molecular structure, C27H32Br2N7O5Y at a distorted geometry.

Properties
HOMO energy	-12.3	eV
net charge	+2
ΔE to the lowest compared entry with this formula, charge and spin	93.1	kJ/mol
HOMO-LUMO gap	7.15	eV

CARTESIAN COORDINATES (ANGSTROEM)
1 H 2.949 -4.014 1.732
2 H 6.284 -3.255 1.493
3 H -1.170 1.761 -6.866
4 H 5.582 -1.162 0.725
5 H -0.352 5.277 -2.196
6 C -4.798 1.722 3.529
7 C -6.904 0.914 2.705
8 C -0.892 0.773 -5.003
9 O 0.104 1.647 -4.671
10 C 4.599 -3.183 2.771
11 O 2.475 -3.562 0.176
12 C 2.338 -2.356 0.127
13 H 0.561 7.197 -1.151
14 C -0.732 -0.448 -2.790
15 H -4.236 2.401 4.161
16 H 0.207 -3.588 3.773
17 Br 0.048 0.460 2.189
18 C 2.231 -3.422 3.499
19 H -0.709 -1.515 -2.545
20 N 1.117 2.674 -0.653
21 N -1.661 0.249 -1.865
22 O 1.139 6.776 -0.499
23 H -6.809 -0.751 1.355
24 H -7.985 0.962 2.692
25 H -2.612 -1.936 -3.938
26 C -1.512 0.955 -6.230
27 C -4.123 0.787 2.744
28 O 0.558 0.099 -2.575
29 H 4.198 0.317 -0.579
30 H 1.760 -2.824 5.395
31 C 5.202 -3.179 1.378
32 H -2.650 0.151 -2.076
33 C 0.323 3.386 -1.484
34 H -6.695 2.528 4.106
35 C 3.517 -1.402 0.358
36 H 0.755 -3.809 2.149
37 H 3.265 -0.883 1.293
38 C 1.095 5.447 -0.593
39 O 1.217 -1.715 -0.063
40 H 2.566 5.251 0.977
41 H -3.015 0.266 -7.580
42 Br 3.048 2.338 1.283
43 C 0.290 4.758 -1.497
44 C -2.647 0.759 2.801
45 N 0.968 -3.625 3.117
46 C -1.822 0.537 1.782
47 H -3.744 -1.600 -6.109
48 C 1.889 3.373 0.175
49 H 3.432 -3.048 5.097
50 H 5.221 -2.304 -0.548
51 N 2.500 -2.965 4.729
52 H -2.201 0.956 3.770
53 C 1.923 4.736 0.279
54 H -4.351 -0.891 1.413
55 H 3.699 -0.840 -1.602
56 C -4.857 -0.109 1.967
57 H -0.295 2.813 -2.168
58 N -1.301 0.220 -0.540
59 C -1.297 -0.260 -4.164
60 N 3.462 -0.371 -0.726
61 C -2.320 -1.110 -4.581
62 C -2.173 0.421 0.366
63 Y 1.083 0.266 -0.666
64 H 4.892 -4.098 0.879
65 C -2.954 -0.932 -5.797
66 N 3.213 -3.663 2.653
67 C 4.920 -1.992 0.457
68 H 0.594 1.260 -3.923
69 C -2.540 0.114 -6.620
70 C -6.243 -0.044 1.948
71 H 5.178 -3.856 3.404
72 H -3.222 0.561 0.111
73 C -6.181 1.794 3.500
74 H 4.600 -2.194 3.238

=====

# 5
Density functional theory data (ωB97M-V/def2-TZVPD) for a molecular structure, C33H37BrCeFN10O7PS2 at a distorted geometry.

Properties
2S+1	2
HOMO energy (spin up / spin down)	-8.4 / -8.4	eV
net charge	+1
ΔE to the lowest compared entry with this formula, charge and spin	255.9	kJ/mol
HOMO-LUMO gap (spin up / spin down)	4.64 / 4.65	eV
expectation value of S²	0.75

CARTESIAN COORDINATES (ANGSTROEM)
1 C 3.747 -1.890 0.103
2 H 0.447 3.694 -1.478
3 C 2.525 -1.255 0.227
4 C -1.400 -1.053 -3.947
5 H 2.090 2.815 6.430
6 H -2.370 -0.638 -3.615
7 N 0.090 3.999 0.642
8 C 0.935 -4.552 -2.579
9 H 0.124 0.333 3.426
10 H -1.033 -0.354 -6.035
11 C -4.290 -4.516 -3.476
12 N 1.841 -1.462 -0.957
13 N 0.475 -1.444 -5.030
14 S -3.817 -1.866 2.271
15 H 1.245 6.272 4.411
16 H -0.505 -7.413 -2.627
17 H 2.449 -1.296 -5.821
18 H 2.554 -6.894 -3.791
19 F 0.666 1.436 5.533
20 C -5.038 -3.840 -2.431
21 C -3.848 -3.712 -4.522
22 H 0.525 7.458 6.621
23 C -0.106 1.152 0.860
24 H -3.981 -5.523 -3.352
25 C 0.185 3.257 -0.505
26 C 0.127 1.963 2.008
27 C 0.838 3.528 4.246
28 N 0.885 -5.786 -3.131
29 N 3.790 -2.544 -1.144
30 C 1.430 4.324 7.861
31 C 0.200 1.378 3.291
32 C -5.023 -1.949 -3.791
33 H 1.106 -0.846 -6.862
34 C -0.791 -0.932 -5.148
35 N 1.138 4.315 5.344
36 H 2.244 7.000 6.510
37 C 0.515 2.180 4.361
38 C 0.806 5.739 5.275
39 C -0.136 -6.459 -2.415
40 C 1.207 6.617 6.506
41 N 1.095 5.831 7.882
42 C 1.438 -1.552 -6.137
43 O -3.468 -4.357 0.916
44 H 2.215 -5.472 -4.864
45 H -1.701 5.677 -1.002
46 H -6.342 -2.092 -2.074
47 H 1.173 -6.933 -4.837
48 H 2.198 -0.513 0.961
49 O -1.248 0.036 -1.442
50 C 1.982 3.898 6.480
51 H -3.174 -4.100 -5.285
52 H 1.177 5.135 2.869
53 C -0.625 1.191 -1.565
54 H -1.338 -5.805 -0.702
55 H 0.107 5.777 -1.468
56 C -0.025 1.864 -0.406
57 C 2.540 -2.335 -1.693
58 C 4.894 -3.438 -1.549
59 H 5.889 -2.946 -1.427
60 H 4.976 -4.332 -0.914
61 N -4.104 -2.418 -4.609
62 C -0.313 5.409 0.668
63 O -1.316 -3.112 1.330
64 H 0.537 3.720 8.108
65 N 0.107 -4.386 -1.551
66 H 4.722 -3.793 -2.587
67 N -0.547 -1.784 -3.110
68 Ce -0.635 -1.888 -0.459
69 H -0.671 7.052 -0.699
70 H -0.289 5.781 5.200
71 H 2.237 4.063 8.575
72 H -1.226 5.429 1.299
73 O -5.277 -4.448 -1.227
74 O -2.896 -2.267 -0.352
75 C 0.337 3.372 1.901
76 C 1.777 -6.297 -4.207
77 C 0.526 -2.074 -3.795
78 H 4.553 -2.021 0.798
79 C -0.554 -5.600 -1.466
80 O -0.472 1.732 -2.675
81 O -0.307 -0.099 1.027
82 Br -5.517 -0.100 -3.893
83 C 0.832 4.118 2.949
84 H 0.477 5.964 1.204
85 H -4.564 -4.410 -0.513
86 P 1.894 -3.111 -3.140
87 C -5.595 -2.616 -2.716
88 H 1.740 6.233 8.621
89 H 2.906 4.470 6.331
90 S -2.861 -3.000 1.054
91 H 1.476 -2.568 -6.598
92 H 0.088 5.928 8.224
93 C -0.671 5.952 -0.700

=====

# 6
Density functional theory data (ωB97M-V/def2-TZVPD) for a molecular structure, C19H23IN5O4RuS at a distorted geometry.

Properties
2S+1	6
HOMO energy (spin up / spin down)	1.8 / -3.1	eV
net charge	-2
ΔE to the lowest compared entry with this formula, charge and spin	0.0	kJ/mol
HOMO-LUMO gap (spin up / spin down)	0.65 / 6.52	eV
expectation value of S²	8.78

CARTESIAN COORDINATES (ANGSTROEM)
1 O 3.047 0.140 2.143
2 C -1.293 2.908 -0.915
3 C -2.349 -1.449 0.102
4 C -2.382 5.050 -0.624
5 N 1.573 -1.914 -2.090
6 H 4.504 -0.070 0.098
7 O 0.641 1.842 -0.005
8 H 0.373 -3.426 -2.923
9 H 4.599 0.886 -1.428
10 C -0.338 1.778 -0.797
11 C -0.634 -1.237 1.927
12 C 2.037 0.055 1.513
13 C -3.096 3.535 -2.359
14 H -0.310 -0.774 5.277
15 C 3.176 -0.586 -2.794
16 H 2.184 -2.593 2.622
17 H -2.472 5.995 -0.092
18 N 3.124 -0.558 -1.417
19 C 2.183 -1.404 -3.209
20 C 0.224 -0.882 4.316
21 C -3.213 4.749 -1.700
22 N -1.879 -1.011 1.396
23 C -2.139 2.632 -1.939
24 H 0.735 -1.850 4.259
25 O -3.116 0.254 -2.318
26 H 0.118 -3.072 -1.158
27 C 2.103 -1.358 -0.946
28 N -0.736 -0.769 3.227
29 H -2.343 0.088 4.415
30 Ru 0.831 -0.977 0.598
31 O -1.569 1.169 -4.010
32 C 3.929 0.409 -0.703
33 H -0.770 4.318 0.637
34 C 2.693 -3.540 2.390
35 H 1.815 -1.617 -4.191
36 H -3.677 3.265 -3.212
37 C 0.321 -2.647 -2.152
38 C -2.717 -0.425 2.318
39 H -0.493 -1.959 -2.438
40 H 0.989 -0.103 4.243
41 N -0.670 0.723 -1.589
42 H -3.031 -0.712 -0.317
43 S -1.926 1.020 -2.619
44 C -2.003 -0.288 3.465
45 H -3.732 -0.214 2.044
46 I 1.810 -5.164 3.226
47 H -1.501 -1.548 -0.584
48 H -3.915 5.489 -2.049
49 C -1.417 4.134 -0.218
50 H 3.284 1.197 -0.297
51 H -2.855 -2.416 0.197
52 H 3.732 -3.475 2.737
53 H 3.871 0.012 -3.339
54 H 2.680 -3.613 1.281

=====

Number 4 is which compound? C27H32Br2N7O5Y